76
Properties=species:S:1:pos:R:3:mulliken_charge:R:1 method="wB97M-V/def2-TZVPD" orbital_gap_ev="4.2586 / 1.9706" charge=-2 multiplicity=1 e_above_lowest_ev=0.035
Ca -0.391 -0.562 0.545 0.39
N 0.912 -3.773 4.181 -0.72
N -0.685 -2.523 -1.792 -0.39
C 0.900 2.176 0.074 1.31
C 1.907 1.240 0.381 -0.87
C 1.971 1.109 1.831 0.98
C 2.851 0.337 2.587 -2.16
H 3.743 -0.054 2.088 0.28
H 1.973 -1.356 3.219 0.45
H 2.959 0.581 3.649 0.43
C 0.924 1.950 2.366 1.17
C 0.660 2.170 3.805 -1.17
H 0.847 3.219 4.096 0.34
H 1.302 1.535 4.426 0.31
H -0.388 1.941 4.053 0.14
C 0.271 2.571 1.300 0.73
C -0.825 3.557 1.461 -1.93
H -1.604 3.164 2.130 0.37
H -1.300 3.802 0.507 0.40
H -0.464 4.496 1.908 0.25
C 2.855 0.623 -0.574 -0.97
H 3.771 1.228 -0.708 0.25
H 2.398 0.516 -1.570 -0.29
H 3.170 -0.372 -0.231 0.40
C 0.674 2.790 -1.264 -1.17
H -0.358 3.145 -1.387 0.27
H 0.876 2.079 -2.078 0.00
H 1.338 3.658 -1.436 0.32
C -0.106 -4.573 4.531 -0.11
H -0.146 -5.084 5.490 0.34
C -1.266 -4.811 3.751 -0.59
H -2.129 -5.408 4.058 0.30
C -1.240 -4.271 2.470 -0.14
H -1.969 -4.509 1.701 0.37
C -0.188 -3.471 2.059 -0.53
H -0.073 -3.092 1.021 0.59
C 0.884 -3.143 2.965 0.16
C 1.801 -2.167 2.542 -1.08
H 2.191 -2.133 1.524 0.44
C -1.106 -1.423 -2.396 -0.59
C 0.305 -3.103 -2.637 -0.82
H 1.004 -3.924 -2.308 0.31
C 0.329 -2.383 -3.782 -0.25
H 0.809 -2.567 -4.742 0.46
N -0.402 -1.209 -3.529 0.23
C -0.448 0.027 -4.190 0.22
C 0.608 0.471 -4.990 1.19
C 0.464 1.720 -5.621 -1.14
H 1.243 2.105 -6.280 0.26
C -0.649 2.521 -5.381 0.89
C -0.890 3.800 -6.089 -1.53
H -1.435 4.505 -5.470 0.36
H -1.481 3.637 -6.986 0.29
H 0.046 4.247 -6.392 0.37
C -1.560 2.131 -4.402 -1.14
H -2.358 2.775 -4.054 0.29
C -1.479 0.881 -3.787 1.11
C -2.297 0.569 -2.600 -0.82
H -2.361 -0.603 -2.342 0.31
H -3.290 1.023 -2.733 0.55
H -1.847 1.062 -1.707 -0.26
C 1.944 -0.196 -4.977 -1.44
H 1.903 -1.231 -5.346 0.23
H 2.349 -0.211 -3.941 0.16
H 2.656 0.370 -5.609 0.38
C -0.420 -1.048 5.200 -0.65
N -1.751 -1.232 4.642 1.63
C -2.193 -0.928 3.420 -6.32
N -3.520 -1.045 3.237 -1.04
O -1.462 -0.544 2.432 3.80
H 0.352 -1.135 4.425 -0.19
H -0.248 -1.843 5.942 0.33
H -0.349 -0.072 5.706 0.41
H -2.495 -1.476 5.286 0.59
H -3.918 -0.833 2.336 0.43
H -4.097 -1.423 3.983 0.55


88
Properties=species:S:1:pos:R:3:mulliken_charge:R:1 method="wB97M-V/def2-TZVPD" smiles="C[N+](=O)[O-].C[N+](=O)[O-].C[N+](=O)[O-].C[N+](=O)[O-].C[N+](=O)[O-].ClC(Cl)(Cl)Cl.c1ccccc1.c1ccccc1.c1ccccc1.c1ccccc1" orbital_gap_ev=9.2270 charge=0 multiplicity=1
C 33.619 14.613 -14.155 0.10
N 32.971 13.308 -13.889 0.99
O 33.687 12.319 -13.921 -0.60
O 31.782 13.307 -13.667 -0.56
H 34.427 14.462 -14.859 -0.16
H 33.922 15.069 -13.218 0.31
H 32.875 15.271 -14.599 -0.10
C 35.446 11.491 -16.917 -0.80
N 35.442 12.969 -16.787 0.86
O 36.333 13.488 -16.164 -0.52
O 34.507 13.567 -17.300 -0.43
H 34.594 11.140 -16.337 0.30
H 36.382 11.095 -16.550 0.30
H 35.268 11.251 -17.960 0.28
C 26.012 12.687 -16.213 -0.75
N 25.901 14.152 -15.975 0.82
O 24.792 14.627 -15.859 -0.55
O 26.937 14.783 -15.995 -0.40
H 25.376 12.139 -15.531 0.30
H 27.053 12.423 -16.093 0.27
H 25.694 12.576 -17.248 0.28
C 30.122 19.135 -12.274 -0.72
N 30.616 17.749 -12.139 1.00
O 29.826 16.905 -11.766 -0.55
O 31.782 17.562 -12.406 -0.53
H 30.723 19.746 -11.605 0.31
H 29.076 19.156 -12.002 0.30
H 30.296 19.469 -13.292 0.22
C 36.247 17.413 -17.715 -0.38
N 37.261 17.468 -16.632 0.97
O 36.898 17.157 -15.519 -0.56
O 38.379 17.844 -16.923 -0.58
H 36.706 17.156 -18.657 0.22
H 35.692 18.346 -17.739 0.31
H 35.531 16.649 -17.413 0.07
Cl 32.661 23.344 -14.218 -0.10
C 31.240 23.473 -15.253 0.34
Cl 29.782 23.365 -14.267 -0.11
Cl 31.276 25.019 -16.097 -0.10
Cl 31.232 22.129 -16.392 -0.08
C 27.022 12.843 -20.529 -0.50
C 27.779 13.276 -19.455 -0.05
C 28.413 12.353 -18.632 -0.57
C 28.263 10.996 -18.864 -0.49
C 27.458 10.557 -19.908 -0.42
C 26.832 11.481 -20.736 -0.41
H 26.567 13.542 -21.219 0.43
H 27.869 14.338 -19.253 0.32
H 29.005 12.693 -17.790 0.57
H 28.728 10.276 -18.202 0.38
H 27.345 9.493 -20.077 0.38
H 26.226 11.139 -21.566 0.39
C 36.319 19.029 -21.497 -0.46
C 36.094 17.654 -21.470 -0.36
C 34.997 17.145 -20.793 -0.56
C 34.115 18.017 -20.168 -0.31
C 34.309 19.383 -20.240 -0.46
C 35.412 19.890 -20.912 -0.43
H 37.183 19.369 -22.054 0.40
H 36.814 17.002 -21.950 0.37
H 34.804 16.079 -20.774 0.39
H 33.242 17.596 -19.682 0.57
H 33.515 20.031 -19.888 0.45
H 35.550 20.960 -21.016 0.38
C 28.047 17.074 -18.826 -0.16
C 28.165 17.444 -20.159 -0.76
C 27.034 17.836 -20.867 -0.38
C 25.809 17.953 -20.215 -0.50
C 25.724 17.632 -18.868 -0.53
C 26.828 17.201 -18.149 -0.18
H 28.926 16.652 -18.353 0.47
H 29.124 17.367 -20.654 0.42
H 27.085 18.115 -21.915 0.39
H 24.925 18.326 -20.712 0.39
H 24.798 17.805 -18.324 0.36
H 26.788 16.936 -17.104 0.47
C 31.066 18.184 -16.367 -0.36
C 32.094 17.498 -16.987 -0.46
C 32.027 16.123 -17.172 -0.15
C 30.919 15.426 -16.705 -0.43
C 29.927 16.092 -16.008 -0.55
C 30.016 17.465 -15.804 -0.77
H 31.079 19.265 -16.330 0.12
H 32.972 18.003 -17.375 0.49
H 32.795 15.634 -17.759 0.48
H 30.885 14.357 -16.890 0.49
H 29.123 15.553 -15.529 0.48
H 29.242 17.918 -15.196 0.68